Entry 1:
C26H39O2Si | the ωB97M-V functional and the def2-TZVPD basis

* gap between HOMO and LUMO: 5.4 eV
* energy relative to the best compared isomer or geometry (same formula, charge and spin): 0.806 eV
* total charge: +1
* maximum force: 1.48 eV/A
* HOMO level: -10.75 eV

Cartesian coordinates (Å):
1 C 3.4327 -3.3373 0.2832
2 C 4.1663 -2.2275 1.0461
3 C 3.8958 -2.2866 2.5539
4 Si 3.9131 -0.5074 0.2614
5 C 3.7096 0.8444 1.5935
6 C 2.4712 1.7234 1.3864
7 C 4.9602 1.7111 1.7944
8 C 5.4525 -0.0905 -0.7961
9 C 5.1215 0.1598 -2.2694
10 C 6.6163 -1.0784 -0.6327
11 O 2.5295 -0.5363 -0.7224
12 C 1.2264 -0.7222 -0.3828
13 C 0.2325 -0.5074 -1.2758
14 H 3.7158 -4.3147 0.7008
15 H 2.3431 -3.2397 0.3680
16 H 3.6948 -3.3528 -0.7832
17 H 5.2426 -2.4128 0.9100
18 H 4.1358 -3.2901 2.9325
19 H 4.5160 -1.5738 3.1120
20 H 2.8437 -2.0854 2.7929
21 H 3.5542 0.2708 2.5201
22 H 2.3799 2.4228 2.2300
23 H 2.5513 2.3181 0.4670
24 H 1.5445 1.1385 1.3407
25 H 4.8376 2.3423 2.6854
26 H 5.8704 1.1164 1.9406
27 H 5.1206 2.3825 0.9414
28 H 5.7926 0.8703 -0.3804
29 H 6.0268 0.5061 -2.7901
30 H 4.7750 -0.7531 -2.7681
31 H 4.3560 0.9355 -2.3920
32 H 7.5105 -0.6989 -1.1475
33 H 6.8951 -1.2265 0.4183
34 H 6.3801 -2.0595 -1.0647
35 H 1.0337 -1.0492 0.6469
36 H -0.7886 -0.6151 -0.9325
37 H 0.4357 -0.2590 -2.3155
38 C -4.5001 4.5919 3.4556
39 O -3.7462 3.3719 3.6438
40 C -3.6581 2.4787 2.6259
41 C -2.9822 1.2551 2.8872
42 C -2.8447 0.3159 1.8943
43 C -3.3869 0.5206 0.5862
44 C -3.2974 -0.5145 -0.3827
45 C -4.2411 -0.7968 -1.3972
46 C -3.9693 -1.8285 -2.3519
47 C -4.8094 -2.0527 -3.4270
48 C -5.9600 -1.2684 -3.6120
49 C -6.8059 -1.4218 -4.8362
50 C -6.3011 -0.3320 -2.6294
51 C -5.4986 -0.1249 -1.5225
52 C -3.9983 1.7833 0.3314
53 C -4.1569 2.7296 1.3252
54 H -4.3660 5.1241 4.3983
55 H -4.1044 5.1905 2.6240
56 H -5.5675 4.3885 3.2913
57 H -2.6058 1.0877 3.8965
58 H -2.3564 -0.6356 2.1074
59 H -2.4850 -1.2327 -0.2700
60 H -3.0649 -2.4265 -2.2213
61 H -4.5885 -2.8327 -4.1601
62 H -7.4389 -0.5412 -4.9760
63 H -6.1967 -1.5500 -5.7376
64 H -7.4614 -2.2964 -4.7541
65 H -7.2150 0.2515 -2.7582
66 H -5.8365 0.5672 -0.7536
67 H -4.3671 2.0191 -0.6658
68 H -4.6847 3.6614 1.1167

These are the natural (NBO) partial charges, in e, on atoms 1 to 6: atom 1 (C): -0.60, atom 2 (C): -0.72, atom 3 (C): -0.60, atom 4 (Si): 1.99, atom 5 (C): -0.71, atom 6 (C): -0.60

---

Entry 2:
C26H40BIrN7SSe2SiTe2 | the ωB97M-V functional and the def2-TZVPD basis

* gap between HOMO and LUMO (spin up / spin down): 7.0 / 5.4 eV
* energy relative to the best compared isomer or geometry (same formula, charge and spin): 0.000 eV
* 2S+1: 2
* maximum force: 0.66 eV/A
* HOMO level (spin up / spin down): -6.91 / -6.90 eV

Cartesian coordinates (Å):
1 Ir 0.2958 0.3446 0.0901
2 C 1.1041 4.4723 -2.0336
3 C 1.7386 3.9556 -0.7368
4 C 0.7925 4.2007 0.4321
5 C 2.3845 2.5937 -0.9508
6 C 3.6761 2.5534 -1.5015
7 C 3.9674 1.2274 -1.7061
8 N 2.9225 0.5129 -1.2868
9 N 1.9472 1.3232 -0.8175
10 B 2.7547 -1.0060 -1.2104
11 N 2.7044 -1.3702 0.2901
12 C 3.5849 -2.0509 1.0249
13 C 3.0482 -2.2414 2.2802
14 C 1.7772 -1.6558 2.2307
15 N 1.5987 -1.0996 1.0215
16 C 0.7017 -1.7409 3.2740
17 C 1.2630 -2.1859 4.6221
18 C -0.3733 -2.7258 2.8047
19 N 1.4376 -1.4546 -1.8762
20 C 1.2608 -2.3933 -2.8192
21 C -0.0861 -2.6342 -2.9536
22 C -0.7106 -1.7839 -2.0262
23 N 0.2251 -1.0851 -1.3912
24 C -2.1661 -1.6825 -1.6899
25 C -2.6395 -2.9832 -1.0363
26 C -2.9951 -1.3445 -2.9261
27 H 0.8588 5.5294 -1.9115
28 H 0.1834 3.9393 -2.2598
29 H 1.7818 4.3688 -2.8818
30 H 2.6141 4.5888 -0.5598
31 H -0.1300 3.6294 0.3352
32 H 0.5316 5.2609 0.4259
33 H 1.2510 3.9900 1.3942
34 H 4.2859 3.4068 -1.7429
35 H 4.8343 0.7381 -2.1170
36 H 3.6854 -1.5497 -1.7348
37 H 4.5193 -2.3729 0.5965
38 H 3.4883 -2.7805 3.0995
39 H 0.2626 -0.7532 3.4131
40 H 1.7538 -3.1575 4.5426
41 H 0.4499 -2.2875 5.3423
42 H 1.9825 -1.4677 5.0196
43 H 0.0387 -3.7387 2.7945
44 H -0.7223 -2.4840 1.8030
45 H -1.2288 -2.7107 3.4805
46 H 2.1108 -2.8238 -3.3211
47 H -0.5629 -3.3198 -3.6320
48 H -2.2731 -0.8670 -0.9762
49 H -2.5451 -3.8230 -1.7289
50 H -3.6883 -2.8996 -0.7468
51 H -2.0548 -3.2150 -0.1450
52 H -2.8833 -2.1127 -3.6955
53 H -2.6872 -0.3868 -3.3469
54 H -4.0526 -1.2810 -2.6649
55 Se -0.2039 1.4290 -3.3618
56 Te -2.1063 2.2191 -4.8076
57 Te -2.6565 4.6292 -4.0165
58 Se -1.2535 1.7400 -1.2520
59 C -4.1418 1.7871 3.5346
60 Si -2.7172 1.2631 4.6198
61 C -2.7945 -0.5660 4.9983
62 C -2.7260 2.2530 6.2091
63 C -1.0710 1.6043 3.7592
64 C -0.0059 2.2130 4.4085
65 C 1.2477 2.3479 3.8040
66 C 1.3978 1.9256 2.5045
67 N 0.3689 1.3927 1.8385
68 C -0.8059 1.1566 2.4551
69 S -1.7314 0.1181 1.4279
70 H -5.0679 1.7964 4.1144
71 H -4.2740 1.1097 2.6904
72 H -3.9856 2.7910 3.1345
73 H -3.6784 -0.8108 5.5918
74 H -1.9121 -0.8845 5.5587
75 H -2.8367 -1.1412 4.0721
76 H -3.7260 2.2366 6.6478
77 H -2.4620 3.2984 6.0345
78 H -2.0357 1.8459 6.9510
79 H -0.1352 2.5696 5.4241
80 H 2.0835 2.7864 4.3300
81 H 2.3303 2.0090 1.9607

These are the Mulliken partial charges, in e, on atoms 1 to 6: atom 1 (Ir): 0.55, atom 2 (C): -1.32, atom 3 (C): 0.65, atom 4 (C): -1.27, atom 5 (C): -0.13, atom 6 (C): -1.14

---

Entry 3:
C26H40BLaN10 | the ωB97M-V functional and the def2-TZVPD basis

* gap between HOMO and LUMO: 7.5 eV
* energy relative to the best compared isomer or geometry (same formula, charge and spin): 0.000 eV
* total charge: +2
* maximum force: 3.32 eV/A
* HOMO level: -13.27 eV

Cartesian coordinates (Å):
1 La 11.7620 11.7804 11.6616
2 C 13.6313 11.9934 14.5328
3 C 14.3658 10.9098 13.7106
4 N 14.1918 10.9566 12.2375
5 C 15.2225 11.7923 11.5164
6 C 14.9289 13.2533 11.6739
7 C 15.9612 14.1898 11.8804
8 C 15.6263 15.5217 12.0356
9 C 14.2997 15.9061 11.9285
10 C 13.3240 14.9244 11.6625
11 C 11.8755 15.2953 11.3892
12 N 10.9717 14.3470 12.1111
13 C 10.8802 14.5205 13.6001
14 C 11.8213 13.6873 14.5000
15 N 12.2524 12.3386 14.0997
16 N 13.6200 13.6182 11.5982
17 H 14.2651 12.8923 14.5366
18 H 13.6062 11.5631 15.5234
19 H 13.9956 9.9592 14.0739
20 H 15.4088 10.9039 13.9966
21 H 14.2750 9.9898 11.8810
22 H 15.1576 11.4859 10.4551
23 H 16.2389 11.5732 11.9033
24 H 17.0045 13.8607 11.9550
25 H 16.3777 16.2857 12.2981
26 H 14.0311 16.9579 12.0342
27 H 11.6682 15.1774 10.3237
28 H 11.6835 16.3274 11.6869
29 H 10.0291 14.5012 11.7129
30 H 9.8367 14.3382 13.9456
31 H 11.0704 15.5648 13.8569
32 H 11.2792 13.5941 15.4613
33 H 12.7188 14.2941 14.6546
34 H 11.5796 11.6745 14.5222
35 C 8.0043 12.7017 12.9012
36 C 8.0927 11.8895 11.6754
37 C 6.9489 11.5014 10.9198
38 C 7.4401 10.6481 9.9280
39 C 6.6705 9.9105 8.9037
40 N 8.7747 10.5900 10.0037
41 N 9.2067 11.3677 11.1328
42 B 9.7960 9.7729 9.1488
43 N 10.8300 10.7562 8.4420
44 N 11.7201 11.6433 9.1329
45 C 12.4124 12.3484 8.1883
46 C 13.4551 13.3803 8.3476
47 C 11.9795 11.9306 6.9141
48 C 10.9892 10.9411 7.1398
49 C 10.1225 10.3083 6.1341
50 N 10.5220 8.7400 10.0585
51 N 11.5457 9.1716 11.0000
52 C 12.0818 8.0375 11.4862
53 C 13.1316 7.9207 12.5212
54 C 11.4446 6.9024 10.9188
55 C 10.4642 7.4230 10.0400
56 C 9.4251 6.7455 9.2622
57 H 7.0876 12.4388 13.4452
58 H 7.8865 13.7689 12.6093
59 H 8.8379 12.5543 13.5873
60 H 5.9151 11.7477 11.1348
61 H 5.6512 10.2569 8.8748
62 H 6.6242 8.8637 9.1206
63 H 7.1324 10.0200 7.9074
64 H 9.1689 9.1646 8.2996
65 H 13.6083 13.6052 9.4092
66 H 13.1728 14.2909 7.8082
67 H 14.4009 13.0191 7.9686
68 H 12.3400 12.3464 5.9886
69 H 10.5535 10.3860 5.1391
70 H 9.1260 10.8207 6.0823
71 H 9.9923 9.2648 6.3783
72 H 14.1480 8.0146 12.1196
73 H 13.0419 6.9262 12.9765
74 H 12.9254 8.6878 13.2792
75 H 11.6776 5.8545 11.1038
76 H 9.6357 5.6809 9.2889
77 H 9.4660 7.0323 8.2197
78 H 8.4170 6.9354 9.6663

These are the Mulliken partial charges, in e, on atoms 1 to 6: atom 1 (La): 2.51, atom 2 (C): -0.86, atom 3 (C): -0.77, atom 4 (N): -0.08, atom 5 (C): -1.52, atom 6 (C): 1.01

---

Q: Which formula does entry 1 have?
A: C26H39O2Si